[1]
C9H21FN6O15 | the ωB97M-V functional and the def2-TZVPD basis

The geometry in XYZ format:
```
52
Properties=species:S:1:pos:R:3:mulliken_charge:R:1
C -0.27 -4.38 -1.73 -0.363
C 0.68 -3.25 -2.06 0.309
O 1.89 -3.72 -1.53 -0.280
C 1.60 -4.57 -0.50 0.603
O 2.39 -4.97 0.28 -0.491
O 0.28 -4.89 -0.52 -0.335
F 0.34 -2.10 -1.41 -0.251
H -0.31 -5.15 -2.50 0.303
H -1.28 -4.02 -1.56 0.230
H 0.81 -3.04 -3.12 0.252
C 3.54 1.28 -2.25 -0.436
N 4.69 1.86 -1.49 0.931
O 4.62 3.02 -1.13 -0.562
O 5.61 1.11 -1.24 -0.547
H 3.97 0.67 -3.04 0.275
H 2.90 2.07 -2.61 0.337
H 3.05 0.63 -1.52 -0.003
C -4.91 -1.28 -1.04 -0.876
N -3.60 -0.80 -1.61 0.935
O -3.16 0.25 -1.22 -0.477
O -3.07 -1.50 -2.46 -0.555
H -4.78 -1.42 0.02 0.344
H -5.18 -2.16 -1.62 0.325
H -5.62 -0.49 -1.25 0.328
C -1.87 4.45 2.32 -0.735
N -1.00 3.34 2.84 0.905
O 0.16 3.58 3.07 -0.560
O -1.52 2.25 2.99 -0.465
H -2.45 4.03 1.52 0.222
H -1.19 5.26 2.08 0.306
H -2.50 4.75 3.15 0.333
C 0.39 0.93 0.47 -0.469
N -0.40 1.71 -0.52 0.946
O 0.00 1.68 -1.66 -0.562
O -1.35 2.37 -0.13 -0.488
H 0.19 -0.12 0.27 0.177
H 0.17 1.20 1.49 0.228
H 1.43 1.14 0.23 0.170
C 5.75 -1.59 1.00 -0.811
N 4.61 -1.24 0.10 0.888
O 3.77 -0.47 0.54 -0.480
O 4.58 -1.75 -0.99 -0.493
H 6.43 -0.74 1.00 0.303
H 6.20 -2.49 0.62 0.300
H 5.34 -1.69 2.00 0.306
C -4.03 1.18 1.66 -0.598
N -4.86 1.85 2.70 0.979
O -4.70 3.04 2.89 -0.534
O -5.69 1.17 3.27 -0.582
H -3.27 0.57 2.12 0.265
H -3.65 1.92 0.97 0.175
H -4.73 0.57 1.08 0.275
```

- E: -52027.73740 eV
- Energy above the lowest of the compared OMol25 structures with the same formula, charge and spin: 0.0 kJ/mol
- Gap between HOMO and LUMO: 10.746 eV
- HOMO energy: -11.0 eV
- Structure (SMILES): O=C1OC[C@@H](F)O1.C[N+](=O)[O-].C[N+](=O)[O-].C[N+](=O)[O-].C[N+](=O)[O-].C[N+](=O)[O-].C[N+](=O)[O-]
- E_LUMO: -0.2 eV



[2]
C9H21N3O3 | the ωB97M-V functional and the def2-TZVPD basis

The geometry in XYZ format:
```
36
Properties=species:S:1:pos:R:3:mulliken_charge:R:1
C 3.85 4.45 -5.43 0.140
O 3.88 4.39 -6.72 -0.633
N 3.57 5.55 -4.72 0.130
C 3.41 5.52 -3.30 -0.921
C 3.46 6.83 -5.42 -0.920
H 3.78 3.45 -4.98 0.294
H 4.01 6.28 -2.81 0.301
H 3.65 4.57 -2.82 0.314
H 2.34 5.60 -3.10 0.338
H 2.50 7.25 -5.11 0.350
H 4.06 7.62 -4.97 0.313
H 3.45 6.76 -6.51 0.294
C 1.41 -2.11 -0.37 0.083
O 1.87 -1.89 0.74 -0.560
N 2.10 -2.21 -1.60 0.074
C 1.48 -2.33 -2.91 -0.926
C 3.61 -2.22 -1.70 -0.924
H 0.32 -2.23 -0.45 0.305
H 0.43 -2.10 -3.07 0.314
H 1.44 -3.41 -3.00 0.370
H 2.10 -1.93 -3.73 0.297
H 4.07 -2.29 -0.72 0.313
H 4.05 -3.09 -2.19 0.335
H 3.94 -1.28 -2.13 0.320
C -5.22 -4.87 6.52 0.152
O -5.11 -5.44 7.66 -0.646
N -5.85 -3.76 6.41 0.054
C -6.26 -2.88 7.52 -0.887
C -5.54 -2.96 5.15 -1.009
H -4.85 -5.37 5.61 0.327
H -7.31 -3.02 7.79 0.295
H -6.35 -1.82 7.27 0.337
H -5.74 -2.97 8.48 0.321
H -4.58 -2.46 5.09 0.329
H -5.85 -3.59 4.32 0.390
H -6.15 -2.06 5.20 0.338
```

- E: -20283.98557 eV
- Energy above the lowest of the compared OMol25 structures with the same formula, charge and spin: 342.6 kJ/mol
- Gap between HOMO and LUMO: 9.817 eV
- HOMO energy: -9.4 eV
- Structure (SMILES): CN(C)C=O.CN(C)C=O.CN(C)C=O
- E_LUMO: 0.5 eV



[3]
C9H21N3O3Rb | the ωB97M-V functional and the def2-TZVPD basis

The geometry in XYZ format:
```
37
Properties=species:S:1:pos:R:3:mulliken_charge:R:1
Rb -18.79 -10.17 -5.34 0.981
C -15.90 -7.70 -6.50 0.154
O -16.46 -8.68 -6.03 -0.619
N -15.37 -6.69 -5.79 0.094
C -15.52 -6.63 -4.35 -0.915
C -14.79 -5.53 -6.44 -0.855
H -15.77 -7.56 -7.58 0.298
H -15.98 -5.67 -4.08 0.327
H -14.55 -6.66 -3.86 0.310
H -16.15 -7.44 -4.01 0.275
H -14.57 -5.76 -7.49 0.302
H -15.48 -4.69 -6.44 0.330
H -13.87 -5.25 -5.93 0.309
C -22.66 -10.20 -5.21 0.080
O -21.61 -9.99 -4.61 -0.630
N -23.31 -9.31 -5.96 0.093
C -24.59 -9.61 -6.58 -0.885
C -22.80 -7.96 -6.06 -0.812
H -23.16 -11.18 -5.18 0.339
H -24.81 -10.67 -6.49 0.284
H -24.56 -9.36 -7.64 0.338
H -25.39 -9.02 -6.12 0.344
H -22.39 -7.63 -5.11 0.264
H -22.02 -7.88 -6.83 0.244
H -23.61 -7.28 -6.33 0.367
C -19.39 -7.11 -3.06 0.250
O -18.75 -8.14 -3.18 -0.619
N -19.50 -6.39 -1.93 0.110
C -20.22 -5.14 -1.89 -0.854
C -18.81 -6.80 -0.74 -0.988
H -19.96 -6.65 -3.88 0.221
H -19.55 -4.32 -1.65 0.325
H -21.00 -5.18 -1.13 0.323
H -20.71 -4.95 -2.84 0.261
H -17.93 -6.18 -0.55 0.326
H -19.46 -6.71 0.14 0.348
H -18.51 -7.84 -0.83 0.281
```

- E: -20938.42373 eV
- Energy above the lowest of the compared OMol25 structures with the same formula, charge and spin: 120.1 kJ/mol
- Gap between HOMO and LUMO: 9.647 eV
- Net charge: +1
- HOMO energy: -12.1 eV
- E_LUMO: -2.5 eV



[4]
C9H21N5O12 | the ωB97M-V functional and the def2-TZVPD basis

The geometry in XYZ format:
```
47
Properties=species:S:1:pos:R:3:mulliken_charge:R:1
O 1.31 2.35 -1.27 -0.544
C 1.12 3.55 -1.31 0.439
O 2.07 4.42 -0.95 -0.377
C 1.84 5.77 -1.36 -0.403
C 0.43 5.77 -2.04 -0.527
C -0.13 4.35 -1.63 -0.150
H 2.62 6.11 -2.05 0.249
H 1.85 6.37 -0.45 0.306
H 0.45 5.88 -3.14 0.303
H -0.12 6.60 -1.59 0.270
H -0.66 3.88 -2.47 0.283
H -0.70 4.33 -0.65 0.135
C -2.78 1.82 2.50 -0.675
N -1.91 0.56 2.37 0.890
O -2.54 -0.50 2.32 -0.562
O -0.72 0.63 2.22 -0.458
H -2.33 2.52 3.32 0.264
H -3.77 1.52 2.75 0.289
H -2.61 2.31 1.55 0.252
C 1.78 -4.37 -1.20 -0.413
N 0.81 -4.94 -2.23 0.922
O 0.19 -5.98 -2.00 -0.516
O 0.68 -4.36 -3.26 -0.562
H 1.53 -3.33 -0.91 0.059
H 2.75 -4.50 -1.65 0.288
H 1.75 -4.98 -0.28 0.235
C -0.96 -4.53 2.33 -0.534
N -0.59 -5.78 1.57 0.920
O -1.37 -6.21 0.81 -0.519
O 0.52 -6.22 1.77 -0.565
H -0.52 -3.71 1.80 0.137
H -0.38 -4.62 3.31 0.269
H -2.00 -4.36 2.39 0.295
C 2.32 0.15 1.65 -0.745
N 1.45 -1.04 1.43 0.916
O 1.16 -1.23 0.26 -0.525
O 0.98 -1.65 2.37 -0.485
H 3.24 0.07 1.09 0.301
H 2.51 0.26 2.74 0.314
H 1.76 1.04 1.41 0.225
C -1.03 -0.02 -1.92 -0.595
N -2.28 0.71 -1.41 0.855
O -2.07 1.49 -0.49 -0.477
O -3.40 0.33 -1.72 -0.556
H -0.97 0.17 -2.98 0.289
H -1.12 -1.03 -1.61 0.389
H -0.18 0.39 -1.37 0.095
```

- E: -41679.37450 eV
- Gap between HOMO and LUMO: 10.507 eV
- HOMO energy: -10.5 eV
- Structure (SMILES): C[N+](=O)[O-].C[N+](=O)[O-].C[N+](=O)[O-].C[N+](=O)[O-].C[N+](=O)[O-].O=C1CCCO1
- E_LUMO: 0.0 eV



[5]
C9H21NO2 | the ωB97M-V functional and the def2-TZVPD basis

The geometry in XYZ format:
```
33
Properties=species:S:1:pos:R:3:mulliken_charge:R:1
O -3.42 3.23 -0.82 -0.626
H -3.47 4.19 -0.85 0.324
H -2.72 3.03 -0.19 0.280
C 1.20 1.79 1.44 -1.865
C 0.27 0.75 0.77 1.512
C -0.17 1.37 -0.58 -0.297
C -0.47 0.38 -1.72 -0.824
C 0.46 -0.83 -1.72 -1.135
C 0.66 -1.51 -0.39 1.650
N 1.01 -0.49 0.61 0.226
O 1.29 -1.06 1.87 -0.501
C -0.58 -2.33 0.03 -1.620
C 1.83 -2.48 -0.50 -2.122
C -1.01 0.55 1.62 -1.764
H 2.02 1.95 0.75 0.484
H 0.63 2.70 1.59 0.383
H 1.60 1.36 2.36 0.399
H -1.07 1.97 -0.48 -0.531
H 0.58 2.10 -0.92 0.455
H -1.51 0.04 -1.64 0.323
H -0.38 0.89 -2.68 0.409
H 1.38 -0.58 -2.25 0.374
H 0.03 -1.65 -2.31 0.430
H -1.42 -1.63 0.10 0.355
H -0.49 -2.74 1.04 0.331
H -0.85 -3.12 -0.66 0.424
H 2.80 -2.05 -0.73 0.440
H 1.61 -3.13 -1.36 0.448
H 1.94 -3.20 0.32 0.426
H -0.77 -0.01 2.52 0.330
H -1.41 1.54 1.90 0.439
H -1.80 0.13 1.01 0.485
H 2.25 -1.13 1.86 0.357
```

- E: -15257.28907 eV
- Energy above the lowest of the compared OMol25 structures with the same formula, charge and spin: 8.3 kJ/mol
- Gap between HOMO and LUMO: 8.953 eV
- HOMO energy: -8.2 eV
- Structure (SMILES): CC1(C)CCCC(C)(C)N1O.O
- E_LUMO: 0.7 eV



[6]
C9H21NOSi | the ωB97M-V functional and the def2-TZVPD basis

The geometry in XYZ format:
```
33
Properties=species:S:1:pos:R:3:mulliken_charge:R:1
C -3.39 1.66 0.22 -0.708
C -2.09 1.53 -0.11 -0.331
C 3.59 -1.21 -0.41 -1.605
C 1.98 2.09 -0.53 -1.407
C -2.89 -1.98 -1.24 -1.461
C -1.16 0.03 2.71 -0.601
C 2.17 -0.77 -0.71 0.002
C 1.99 1.17 0.64 -0.494
C -1.35 -1.58 -1.21 -0.574
N 1.53 -0.18 0.44 -0.332
O -1.53 -0.54 1.50 -0.300
Si -1.02 -0.10 -0.02 0.611
H -3.81 2.56 0.25 0.392
H -3.92 0.71 0.48 0.192
H -1.67 2.48 -0.37 0.357
H 3.98 -1.83 -1.20 0.425
H 4.26 -0.42 -0.31 0.352
H 3.60 -1.58 0.55 0.445
H 2.92 2.03 -0.91 0.448
H 1.35 1.79 -1.38 0.337
H 1.83 3.02 -0.03 0.351
H -2.81 -2.77 -1.89 0.507
H -3.30 -2.26 -0.28 0.316
H -3.49 -1.28 -1.79 0.344
H -1.69 1.04 2.67 0.324
H -0.02 0.04 2.83 0.198
H -1.52 -0.65 3.55 0.197
H 2.32 -0.11 -1.49 0.242
H 1.58 -1.69 -1.16 0.119
H 3.01 1.11 1.16 0.466
H 1.37 1.48 1.50 0.374
H -1.04 -1.32 -2.37 0.327
H -0.80 -2.48 -1.08 0.488
```

- E: -21084.59935 eV
- Energy above the lowest of the compared OMol25 structures with the same formula, charge and spin: 500.7 kJ/mol
- Gap between HOMO and LUMO: 8.047 eV
- HOMO energy: -7.6 eV
- E_LUMO: 0.5 eV